No. 1
119
Properties=species:S:1:pos:R:3 method="wB97M-V/def2-TZVPD" homo_ha=-0.003 charge=-2 lumo_energy_ha=0.15288 gap_ha=0.1563 de_lowest_kj_mol=0.0
K -0.850 -0.178 0.295
C 2.119 -3.954 -4.135
C 0.591 -3.824 -4.193
C -0.015 -3.352 -2.905
C -0.499 -4.136 -1.850
C -0.533 -5.629 -1.744
C 0.652 -6.198 -0.951
C -0.888 -3.217 -0.847
N -0.665 -1.949 -1.238
C -0.113 -2.003 -2.475
C 0.329 -0.824 -3.204
C 0.583 0.433 -2.735
C 1.050 1.571 -3.546
C 1.328 1.549 -5.018
C 2.784 1.180 -5.326
C 1.253 2.595 -2.688
C 0.935 2.085 -1.326
C 1.233 2.788 -0.128
C 1.405 2.192 1.161
N 0.891 1.019 1.556
C 1.524 0.650 2.741
C 1.380 -0.571 3.365
C 0.645 -1.737 2.979
N -0.182 -1.802 1.884
C -0.585 -3.059 1.753
C -1.437 -3.546 0.590
C -0.052 -3.873 2.796
C 0.718 -3.017 3.591
C 1.557 -3.410 4.769
C 2.937 -3.946 4.366
C -0.354 -5.318 3.060
C -1.689 -5.531 3.787
C 2.419 1.721 3.146
C 2.345 2.680 2.180
C 3.074 3.985 2.124
C 2.167 5.180 2.438
C 3.345 1.696 4.322
C 4.734 1.157 3.955
N 0.503 0.830 -1.410
C 1.704 3.986 -3.006
C 0.567 5.010 -2.892
H 2.546 -4.221 -5.109
H 2.411 -4.718 -3.411
H 2.560 -3.010 -3.809
H 0.157 -4.789 -4.475
H 0.332 -3.129 -4.999
H -0.542 -6.073 -2.746
H -1.466 -5.946 -1.266
H 1.594 -5.945 -1.444
H 0.595 -7.288 -0.851
H 0.688 -5.758 0.049
H 0.537 -0.982 -4.261
H 1.095 2.524 -5.455
H 0.666 0.829 -5.506
H 3.463 1.941 -4.934
H 2.959 1.080 -6.402
H 3.039 0.233 -4.845
H 1.653 3.781 -0.252
H 1.971 -0.691 4.271
H -1.533 -4.631 0.639
H 1.036 -4.173 5.360
H 1.692 -2.554 5.437
H 2.832 -4.845 3.754
H 3.557 -4.189 5.236
H 3.462 -3.203 3.762
H 0.450 -5.764 3.655
H -0.376 -5.883 2.121
H -1.696 -4.975 4.728
H -1.880 -6.588 4.004
H -2.514 -5.151 3.179
H 3.505 4.120 1.127
H 3.914 3.973 2.826
H 1.330 5.214 1.736
H 2.706 6.131 2.379
H 1.747 5.081 3.444
H 2.921 1.076 5.115
H 3.441 2.703 4.739
H 4.640 0.174 3.487
H 5.378 1.063 4.834
H 5.224 1.817 3.235
H 2.126 4.019 -4.015
H 2.509 4.273 -2.323
H -0.269 4.722 -3.534
H 0.894 6.014 -3.179
H 0.199 5.050 -1.863
C -2.020 3.200 4.218
C -1.530 2.896 2.814
O -1.622 1.511 2.561
H -1.985 4.276 4.419
H -1.396 2.682 4.950
H -3.049 2.854 4.342
H -0.495 3.235 2.699
H -2.134 3.456 2.086
H -0.738 1.213 2.229
C -2.398 1.844 -2.745
N -3.318 2.951 -3.096
C -4.670 2.396 -3.193
N -5.116 1.740 -1.959
C -4.141 0.670 -1.640
N -2.787 1.193 -1.499
C -2.773 2.189 -0.426
N -3.707 3.302 -0.705
C -3.304 3.906 -1.980
C -5.045 2.732 -0.878
H -1.389 2.241 -2.638
H -2.397 1.107 -3.550
H -4.689 1.662 -4.003
H -5.369 3.202 -3.435
H -4.155 -0.076 -2.437
H -4.439 0.188 -0.710
H -1.763 2.599 -0.329
H -3.050 1.715 0.520
H -2.293 4.305 -1.875
H -3.987 4.729 -2.213
H -5.748 3.542 -1.098
H -5.345 2.252 0.056
F -3.717 -3.682 -0.505
B -2.761 -2.931 0.095
F -3.135 -1.642 0.242

No. 2
111
Properties=species:S:1:pos:R:3 method="wB97M-V/def2-TZVPD" homo_ha="-0.068 / -0.077" charge=-2 spin_multiplicity=2 lumo_energy_ha="0.15234 / 0.14516" gap_ha="0.2206 / 0.2226" de_lowest_kj_mol=43.9
Ru -0.731 0.253 0.728
C 0.482 0.149 -0.980
Si 0.376 1.979 -1.515
C -1.497 2.353 -1.654
N -2.333 1.342 -0.934
C -2.883 0.361 -1.872
C -3.816 0.973 -2.934
C -4.566 2.187 -2.371
C -4.787 1.984 -0.877
C -3.446 1.903 -0.128
C 0.902 1.613 -3.373
C 0.045 1.009 -4.299
C 0.462 0.647 -5.574
C 1.775 0.870 -5.967
C 2.655 1.454 -5.068
C 2.218 1.821 -3.801
C 1.368 3.619 -1.413
C 1.145 4.578 -2.404
C 1.774 5.816 -2.380
C 2.679 6.114 -1.371
C 2.932 5.171 -0.386
C 2.274 3.948 -0.403
H 1.488 -0.244 -0.833
H 0.071 -0.391 -1.839
H -1.783 2.404 -2.710
H -1.684 3.335 -1.225
H -3.435 -0.373 -1.280
H -2.068 -0.188 -2.344
H -4.531 0.200 -3.234
H -3.263 1.248 -3.835
H -5.514 2.330 -2.897
H -3.978 3.095 -2.524
H -5.359 1.061 -0.730
H -5.386 2.792 -0.449
H -3.559 1.280 0.764
H -3.133 2.885 0.219
H -0.985 0.801 -4.022
H -0.239 0.183 -6.260
H 2.109 0.584 -6.958
H 3.688 1.625 -5.352
H 2.928 2.286 -3.124
H 0.466 4.354 -3.221
H 1.561 6.545 -3.154
H 3.177 7.077 -1.350
H 3.628 5.393 0.415
H 2.453 3.246 0.402
O -2.734 -5.500 2.549
C -3.624 -4.589 1.914
C -2.993 -3.247 1.512
C -4.083 -2.415 0.833
O -4.525 -2.979 -0.406
C -1.839 -3.508 0.561
Se -0.994 -1.980 -0.342
C -2.451 -2.559 2.766
Se -2.082 -0.644 2.687
H -2.162 -4.991 3.134
H -4.478 -4.379 2.574
H -4.001 -5.098 1.025
H -3.720 -1.397 0.682
H -4.967 -2.356 1.474
H -3.811 -2.838 -1.040
H -2.152 -4.110 -0.293
H -1.043 -4.066 1.051
H -1.526 -3.056 3.073
H -3.169 -2.650 3.588
C 2.433 1.869 6.378
C 1.622 0.577 6.388
C 1.692 -0.188 5.063
C 1.083 0.567 3.886
Ge 1.081 -0.451 2.182
C 2.882 -0.288 1.335
C 4.071 -0.504 2.276
C 4.513 0.761 3.004
C 5.642 0.506 3.995
H 2.398 2.375 7.346
H 2.056 2.563 5.625
H 3.482 1.664 6.145
H 0.573 0.807 6.604
H 1.975 -0.066 7.203
H 1.178 -1.148 5.179
H 2.742 -0.437 4.860
H 1.580 1.522 3.716
H 0.041 0.812 4.103
H 1.038 -1.955 2.632
H 2.965 0.688 0.844
H 2.898 -1.039 0.542
H 4.934 -0.888 1.714
H 3.838 -1.280 3.016
H 3.662 1.204 3.524
H 4.830 1.502 2.263
H 5.325 -0.199 4.768
H 5.963 1.424 4.493
H 6.513 0.073 3.495
C -1.801 -5.141 -3.764
C -0.358 -4.991 -3.372
C 0.679 -5.387 -4.208
C 1.959 -5.173 -3.720
N 2.215 -4.607 -2.556
C 1.148 -4.233 -1.809
S 1.461 -3.466 -0.294
N -0.129 -4.444 -2.188
H -1.925 -5.831 -4.599
H -2.202 -4.168 -4.056
H -2.381 -5.490 -2.910
H 0.501 -5.839 -5.175
H 2.827 -5.470 -4.305
O -1.423 1.896 1.991
S -0.482 2.980 1.558
O 0.399 3.425 2.605
O 0.337 2.111 0.534
O -1.163 4.047 0.862

No. 3
109
Properties=species:S:1:pos:R:3 method="wB97M-V/def2-TZVPD" homo_ha=-0.332 lumo_energy_ha=-0.03033 smiles="C#CCc1c(C[C@@H](C)I)cc(CCCCCOCC)c2c1C(=O)c1cc(CC(=O)Cl)c(P(=O)(O)O)c(-c3ccccn3)c1C2=O.CC(C)=O.CC(C)=O.CC(C)=O" gap_ha=0.3014
C -2.990 2.749 3.019
C -3.505 1.699 2.786
C -4.178 0.427 2.574
C -4.085 0.013 1.121
C -4.894 0.660 0.182
C -5.883 1.738 0.529
C -7.371 1.295 0.597
C -7.743 0.081 -0.248
I -8.075 0.980 2.613
C -4.758 0.319 -1.149
C -3.878 -0.635 -1.628
C -3.816 -0.850 -3.117
C -2.609 -0.133 -3.768
C -2.272 1.239 -3.154
C -1.113 1.113 -2.166
C -0.576 2.446 -1.696
O 0.465 2.170 -0.778
C 1.399 3.217 -0.612
C 2.796 2.614 -0.530
C -3.093 -1.299 -0.685
C -3.203 -0.965 0.666
C -2.310 -1.691 1.613
O -2.562 -1.921 2.773
C -1.004 -2.159 1.051
C 0.060 -2.287 1.911
C 1.279 -2.723 1.431
C 2.389 -2.811 2.471
C 3.360 -1.658 2.391
O 4.537 -1.786 2.507
Cl 2.656 -0.061 2.153
C 1.448 -3.054 0.076
P 2.999 -3.645 -0.648
O 3.546 -2.775 -1.695
O 4.084 -3.911 0.489
O 2.685 -5.113 -1.193
C 0.335 -2.927 -0.778
C 0.464 -3.301 -2.233
C 0.905 -2.334 -3.111
C 1.057 -2.659 -4.447
C 0.749 -3.959 -4.804
C 0.288 -4.832 -3.843
N 0.126 -4.556 -2.547
C -0.881 -2.470 -0.285
C -2.092 -2.311 -1.146
O -2.241 -2.954 -2.155
H -2.840 3.786 3.166
H -3.786 -0.311 3.258
H -5.215 0.588 2.851
H -5.833 2.535 -0.209
H -5.631 2.204 1.472
H -7.956 2.125 0.226
H -7.834 0.374 -1.292
H -8.725 -0.264 0.061
H -7.069 -0.758 -0.124
H -5.385 0.835 -1.863
H -3.803 -1.892 -3.392
H -4.735 -0.438 -3.534
H -2.845 -0.005 -4.819
H -1.744 -0.777 -3.629
H -1.914 1.871 -3.967
H -3.134 1.727 -2.709
H -0.295 0.628 -2.697
H -1.388 0.524 -1.294
H -1.378 2.990 -1.183
H -0.222 3.039 -2.539
H 1.218 3.787 0.301
H 1.393 3.929 -1.438
H 3.467 3.275 0.014
H 2.713 1.658 -0.018
H 3.194 2.454 -1.525
H -0.077 -2.044 2.950
H 1.925 -2.802 3.456
H 2.928 -3.742 2.404
H 4.829 -3.323 0.296
H 3.324 -5.728 -0.809
H 1.131 -1.343 -2.752
H 1.413 -1.937 -5.161
H 0.865 -4.296 -5.821
H 0.027 -5.837 -4.152
C 4.646 -3.116 5.545
C 3.496 -3.107 6.520
O 2.390 -2.750 6.181
C 3.781 -3.564 7.930
H 4.295 -2.762 4.583
H 5.443 -2.458 5.893
H 5.034 -4.130 5.434
H 4.539 -2.924 8.384
H 4.138 -4.595 7.923
H 2.869 -3.508 8.521
C 4.586 2.987 -5.932
C 4.003 2.340 -4.699
O 3.478 2.995 -3.829
C 4.104 0.836 -4.601
H 4.447 4.064 -5.876
H 5.653 2.768 -6.000
H 4.085 2.609 -6.825
H 5.151 0.530 -4.614
H 3.583 0.372 -5.440
H 3.649 0.502 -3.670
C 2.669 6.815 3.607
C 1.688 5.969 2.831
O 1.564 6.080 1.634
C 0.869 4.974 3.619
H 3.189 7.483 2.925
H 2.140 7.410 4.354
H 3.399 6.178 4.107
H 0.267 5.493 4.367
H 1.527 4.262 4.120
H 0.209 4.432 2.945